# 1
Density functional theory data (wB97M-V/def2-TZVPD) for a 11-piece molecular cluster, C14H44N20O12 overall at a distorted geometry.

Summary:
E_tot = -2558.14473 hartree
E_LUMO = 2.84 eV
Kohn-Sham gap = 0.95 eV
Total charge = -2
Max |F| = 0.0444 hartree/bohr

Last column: Löwdin charge in e.
CARTESIAN COORDINATES (ANGSTROEM)
C 0.146 -7.235 -2.634  -0.08
C -0.686 -6.260 -3.019  -0.30
C -2.057 -6.219 -2.567  -0.11
C -2.872 -7.458 -3.018  -0.81
O -3.985 -7.626 -2.426  -0.19
O -2.464 -8.188 -3.936  -0.11
H -0.129 -7.855 -1.801  0.02
H 1.042 -7.423 -3.208  0.01
H -0.331 -5.440 -3.642  0.07
H -2.564 -5.353 -2.997  0.04
C -2.051 -3.461 0.003  -0.69
O -1.198 -4.310 -0.065  0.05
N -2.143 -2.377 -0.825  0.15
N -3.048 -3.464 0.960  0.13
H -2.855 -1.679 -0.712  0.06
H -1.453 -2.271 -1.546  0.10
H -3.032 -4.210 1.628  0.09
H -3.759 -2.759 1.009  0.07
C -1.971 0.968 0.504  -0.68
O -2.873 0.168 0.748  -0.03
N -0.737 0.569 0.083  0.17
N -2.140 2.311 0.640  0.19
H 0.012 1.209 -0.105  0.09
H -0.575 -0.418 -0.030  0.10
H -3.040 2.634 0.959  0.06
H -1.416 2.978 0.452  0.10
C -3.162 -0.823 4.877  -0.70
O -3.243 0.329 5.288  -0.02
N -3.086 -1.903 5.718  0.14
N -3.135 -1.131 3.554  0.17
H -3.015 -2.847 5.391  0.09
H -3.100 -1.724 6.703  0.09
H -3.184 -0.370 2.896  0.07
H -3.068 -2.072 3.209  0.07
C 0.149 2.496 3.174  -0.69
O 0.972 2.713 2.294  -0.01
N -0.502 1.298 3.298  0.16
N -0.198 3.430 4.108  0.15
H -1.182 1.114 4.017  0.07
H -0.286 0.579 2.632  0.09
H 0.242 4.342 4.070  0.05
H -0.875 3.248 4.823  0.09
C -5.395 3.273 2.578  -0.68
O -4.548 3.737 1.832  0.00
N -5.992 2.070 2.344  0.16
N -5.806 3.922 3.712  0.14
H -6.681 1.671 2.952  0.09
H -5.702 1.561 1.528  0.10
H -5.380 4.805 3.917  0.08
H -6.494 3.549 4.337  0.08
C 1.001 1.580 -3.021  -0.68
O 1.522 0.636 -2.453  0.02
N 1.586 2.224 -4.073  0.15
N -0.223 2.071 -2.636  0.14
H 1.164 3.000 -4.542  0.08
H 2.487 1.894 -4.384  0.05
H -0.679 1.610 -1.866  0.05
H -0.669 2.849 -3.081  0.08
C -0.032 7.258 4.675  -0.70
O 0.335 6.097 4.718  0.02
N 0.655 8.218 3.986  0.14
N -1.162 7.693 5.312  0.13
H 0.364 9.175 3.939  0.07
H 1.486 7.931 3.503  0.10
H -1.693 7.014 5.824  0.09
H -1.477 8.644 5.283  0.07
C 0.214 -8.373 1.935  -0.69
O 1.275 -7.778 2.023  0.01
N -0.021 -9.537 2.645  0.12
N -0.824 -7.974 1.158  0.18
H -0.880 -10.048 2.589  0.08
H 0.715 -9.874 3.233  0.08
H -0.720 -7.133 0.606  0.10
H -1.686 -8.480 1.100  0.10
C 5.185 1.679 -5.754  -0.69
O 4.246 2.311 -5.287  0.00
N 5.828 0.699 -5.075  0.17
N 5.670 1.914 -7.014  0.14
H 6.601 0.189 -5.457  0.09
H 5.509 0.489 -4.146  0.11
H 5.224 2.628 -7.558  0.10
H 6.441 1.406 -7.404  0.09
C 8.867 3.227 -5.417  -0.71
O 8.739 2.038 -5.657  0.01
N 7.877 4.139 -5.648  0.15
N 10.022 3.746 -4.890  0.13
H 7.975 5.116 -5.450  0.08
H 7.014 3.798 -6.035  0.07
H 10.771 3.107 -4.704  0.09
H 10.143 4.718 -4.684  0.07

=====

# 2
Density functional theory data (wB97M-V/def2-TZVPD) for one molecule with the formula C4H8Br2O2 at a distorted geometry.

Summary:
E_tot = -5455.69611 hartree
E_LUMO = 0.65 eV
Energy above the lowest of the compared OMol25 structures with the same formula, charge and spin = 1.3991 eV
Kohn-Sham gap = 10.77 eV
Total charge = 0
Max |F| = 0.0743 hartree/bohr
Structure (SMILES) = C[C@@](O)(Br)[C@@H](O)CBr

Last column: natural (NBO) charge in e.
CARTESIAN COORDINATES (ANGSTROEM)
C -1.332 1.124 -0.261  -0.68
C 1.049 -0.934 -0.846  -0.44
C 0.313 -0.786 0.458  0.05
C -0.091 0.793 0.572  0.24
O -0.819 -1.556 0.541  -0.72
O 0.996 1.521 0.144  -0.71
Br 2.180 -2.547 -0.737  -0.04
Br -0.440 1.144 2.449  -0.02
H -1.139 0.870 -1.343  0.22
H -1.641 2.147 -0.207  0.22
H -2.261 0.511 0.074  0.25
H 1.535 -0.057 -1.236  0.25
H 0.313 -1.131 -1.545  0.21
H 1.194 -1.035 1.220  0.19
H -0.655 -2.490 0.416  0.49
H 0.797 2.427 0.302  0.48

=====

# 3
Density functional theory data (wB97M-V/def2-TZVPD) for C6H10NO as an isolated structure at a distorted geometry.

Summary:
E_tot = -364.17971 hartree
E_LUMO = -4.13 eV
Energy above the lowest of the compared OMol25 structures with the same formula, charge and spin = 4.5587 eV
Kohn-Sham gap = 9.47 eV
Total charge = +1
Max |F| = 0.1298 hartree/bohr

Last column: natural (NBO) charge in e.
CARTESIAN COORDINATES (ANGSTROEM)
C -2.270 -0.160 -0.052  0.36
C 0.176 2.286 0.302  -0.32
C -0.471 1.260 -0.179  0.15
C 2.097 -0.089 -0.233  -0.62
C -0.138 -1.452 0.225  -0.11
C 0.589 -0.366 -0.557  -0.24
N -1.758 0.937 -0.126  -0.38
O -1.577 -1.394 -0.141  -0.47
H -3.359 -0.311 0.161  0.23
H -0.429 3.174 0.681  0.24
H 1.180 2.448 0.287  0.22
H 2.223 0.957 -0.259  0.23
H 2.624 -0.472 -1.040  0.23
H 2.541 -0.536 0.602  0.23
H -0.047 -1.267 1.408  0.23
H 0.178 -2.461 -0.102  0.24
H 0.448 -0.553 -1.563  0.21
H -2.007 -2.001 0.587  0.57

=====

# 4
Density functional theory data (wB97M-V/def2-TZVPD) for one molecule with the formula C3H6N2O3 at a distorted geometry.

Summary:
E_tot = -452.95819 hartree
E_LUMO = -4.67 eV
Energy above the lowest of the compared OMol25 structures with the same formula, charge and spin = 6.6079 eV
Kohn-Sham gap = 5.56 eV
Total charge = 0
Max |F| = 0.0870 hartree/bohr

Last column: natural (NBO) charge in e.
CARTESIAN COORDINATES (ANGSTROEM)
O -0.830 -1.150 1.599  -0.45
C -0.400 -0.741 0.432  0.15
N -0.649 0.599 0.160  -0.40
C -0.510 1.014 -1.307  0.85
O 0.125 0.200 -1.958  -0.70
O -1.121 2.046 -1.511  -0.58
C 1.209 -1.059 0.450  -0.06
N 1.783 -0.507 1.666  -0.82
H -1.444 0.935 0.704  0.42
H -0.786 -1.379 -0.385  0.36
H 1.743 -0.708 -0.426  0.25
H 1.131 -2.149 0.456  0.21
H 2.637 -0.966 1.964  0.39
H 1.087 -0.651 2.394  0.38

=====

# 5
Density functional theory data (wB97M-V/def2-TZVPD) for a 2-piece molecular cluster, C3H6F2N2O overall at a distorted geometry.

Summary:
E_tot = -502.37451 hartree
E_LUMO = 0.36 eV
Energy above the lowest of the compared OMol25 structures with the same formula, charge and spin = 0.0022 eV
Kohn-Sham gap = 10.98 eV
Total charge = 0
Max |F| = 0.0198 hartree/bohr
Structure (SMILES) = [H]/N=C(O)/C=N/[H].FCF

Last column: natural (NBO) charge in e.
CARTESIAN COORDINATES (ANGSTROEM)
C -1.911 -0.400 0.045  0.48
C -0.944 0.666 0.389  0.07
C 2.836 -0.466 -0.120  0.43
N -1.708 -1.559 0.491  -0.67
N -1.110 1.791 -0.151  -0.63
O -2.926 -0.015 -0.742  -0.67
F 4.124 -0.339 -0.475  -0.34
F 2.518 0.558 0.696  -0.35
H -0.153 0.376 1.082  0.19
H 2.207 -0.405 -1.020  0.13
H 2.708 -1.408 0.429  0.13
H -2.403 -2.247 0.218  0.35
H -2.804 0.935 -0.924  0.51
H -0.434 2.514 0.081  0.37

=====

# 6
Density functional theory data (wB97M-V/def2-TZVPD) for a 2-piece molecular cluster, C2HBrCl2O overall at a distorted geometry.

Summary:
E_tot = -3646.28703 hartree
E_LUMO (spin up / spin down) = 0.70 / -1.84 eV
Energy above the lowest of the compared OMol25 structures with the same formula, charge and spin = 0.0000 eV
Spin multiplicity = 3
Kohn-Sham gap (spin up / spin down) = 7.92 / 9.14 eV
Total charge = 0
Max |F| = 0.0792 hartree/bohr

Last column: natural (NBO) charge in e.
CARTESIAN COORDINATES (ANGSTROEM)
C 1.267 0.320 -0.333  0.36
C -0.973 -0.315 0.249  -0.35
O 1.328 1.038 -1.257  -0.46
Cl 2.388 -0.174 0.701  0.08
Cl -1.202 -1.284 -1.079  0.10
Br -2.000 1.259 0.571  0.08
H -0.809 -0.844 1.148  0.19